1.
{
  "formula": "C5H8O",
  "method": "the ωB97M-V functional and the def2-TZVPD basis",
  "e_tot_ev": -7361.332,
  "smiles": "CC(=O)C1CC1",
  "orbital_gap_ev": 10.59,
  "symbols": ["O", "C", "C", "C", "C", "C", "H", "H", "H", "H", "H", "H", "H", "H"],
  "positions_angstrom": [[1.040720, 1.243348, 1.799880], [-1.444656, 0.050892, -0.434166], [-0.245041, 0.924481, -0.131816], [-0.410688, 0.274299, -1.483332], [1.176064, -0.973214, 0.958043], [0.700737, 0.468360, 0.928586], [-0.408581, 1.997373, -0.084476], [-2.408804, 0.541779, -0.518918], [0.526101, -1.554673, 1.622084], [0.235420, -0.552219, -1.764738], [-1.471326, -0.924451, 0.046975], [2.180835, -0.986550, 1.384876], [-0.653529, 0.947539, -2.300492], [1.182753, -1.456960, -0.022503]],
  "forces_ev_per_angstrom": [[-0.005, -0.238, -0.286], [-0.171, -0.125, 0.052], [0.046, 0.174, 0.159], [0.092, -0.055, -0.173], [0.040, -0.024, -0.017], [0.022, 0.124, 0.125], [-0.050, -0.184, 0.016], [0.164, -0.084, -0.014], [0.055, 0.116, -0.090], [-0.096, 0.146, 0.106], [-0.008, 0.193, -0.109], [-0.129, -0.021, -0.056], [0.061, -0.119, 0.147], [-0.022, 0.097, 0.141]],
  "nbo_charge": [-0.547, -0.398, -0.336, -0.405, -0.728, 0.592, 0.238, 0.226, 0.240, 0.216, 0.217, 0.246, 0.225, 0.214]
}

=====

2.
{
  "formula": "C5H8O",
  "method": "the ωB97M-V functional and the def2-TZVPD basis",
  "e_tot_ev": -7360.544,
  "smiles": "C1C[C@H]2C[C@H]2O1",
  "orbital_gap_ev": 10.17,
  "symbols": ["O", "C", "C", "C", "C", "C", "H", "H", "H", "H", "H", "H", "H", "H"],
  "positions_angstrom": [[0.840623, 0.845528, 0.955283], [-0.475355, 1.045185, -1.160084], [-0.003922, -0.333393, -0.941822], [0.274280, -0.379186, 1.502651], [0.840481, 0.823184, -0.420708], [-0.503615, -1.010730, 0.370905], [-1.601493, -0.830420, 0.555366], [-0.370704, -2.072555, 0.352944], [-0.306153, -0.186014, 2.401071], [-1.328457, 1.491858, -0.615497], [0.267973, -0.931697, -1.805495], [-0.508186, 1.435948, -2.169775], [1.110458, -0.997694, 1.810752], [1.764070, 1.099984, -0.835591]],
  "forces_ev_per_angstrom": [[-0.556, 0.073, 1.316], [-0.718, 1.546, 0.389], [0.101, -0.648, 1.441], [0.963, 0.506, -0.613], [-1.611, -0.886, -0.897], [-1.558, 0.537, -0.553], [0.946, -0.138, -0.489], [0.149, -0.667, -0.110], [-0.143, 0.406, -0.137], [0.567, -0.671, 0.113], [0.046, -0.018, 0.268], [0.555, -0.090, -0.108], [0.265, -0.269, 0.031], [0.995, 0.319, -0.652]],
  "nbo_charge": [-0.519, -0.450, -0.260, -0.063, 0.094, -0.432, 0.203, 0.219, 0.188, 0.216, 0.226, 0.218, 0.167, 0.193]
}

=====

3.
{
  "formula": "C5H8O",
  "method": "the ωB97M-V functional and the def2-TZVPD basis",
  "e_tot_ev": -7358.105,
  "smiles": "C#C.C=C.C=O",
  "orbital_gap_ev": 11.01,
  "symbols": ["O", "C", "C", "C", "C", "C", "H", "H", "H", "H", "H", "H", "H", "H"],
  "positions_angstrom": [[0.999309, -2.322997, 0.193170], [-2.447501, 0.233620, -0.168375], [-1.764754, -0.840935, -0.549665], [2.004582, 1.930328, 0.603996], [1.736439, -1.382198, 0.041873], [0.837481, 1.763028, 0.361809], [-1.582274, -1.056432, -1.599795], [-1.361778, -1.556577, 0.161189], [1.730290, -0.767721, -0.877152], [3.038546, 2.094941, 0.820977], [-2.853173, 0.941344, -0.887856], [-0.197278, 1.584672, 0.143745], [2.461697, -1.074580, 0.819217], [-2.640039, 0.440906, 0.881699]],
  "forces_ev_per_angstrom": [[0.317, 0.346, -0.038], [0.037, -0.139, -0.050], [-0.133, 0.111, 0.048], [-0.517, -0.013, -0.095], [-0.138, -0.260, 0.034], [0.520, 0.061, 0.108], [-0.025, 0.056, 0.127], [-0.087, 0.138, -0.094], [-0.037, -0.091, 0.053], [-0.212, -0.026, -0.039], [0.065, -0.105, 0.081], [0.253, 0.022, 0.045], [-0.072, -0.062, -0.053], [0.027, -0.037, -0.127]],
  "nbo_charge": [-0.514, -0.422, -0.373, -0.244, 0.288, -0.245, 0.194, 0.212, 0.115, 0.236, 0.195, 0.250, 0.110, 0.196]
}

=====

4.
{
  "formula": "C5H8O",
  "method": "the ωB97M-V functional and the def2-TZVPD basis",
  "e_tot_ev": -7358.050,
  "orbital_gap_ev": 7.65,
  "symbols": ["O", "C", "C", "C", "C", "C", "H", "H", "H", "H", "H", "H", "H", "H"],
  "positions_angstrom": [[-1.701663, 1.964499, 0.928380], [0.223723, -0.048074, 0.658460], [0.694339, -1.308595, 0.468839], [0.262942, 0.989908, -0.352433], [-0.718510, 2.080982, -0.112761], [1.033333, -1.948912, -0.841045], [0.709969, -1.959432, 1.348957], [-1.206861, 2.268664, -1.090332], [-2.229322, 1.176755, 0.734590], [1.090194, -1.194232, -1.635885], [-0.154096, 3.011439, 0.093531], [0.222119, -2.660449, -1.077770], [-0.185164, 0.166642, 1.654120], [1.958997, -2.539194, -0.776652]],
  "forces_ev_per_angstrom": [[0.047, -0.166, -0.260], [0.187, 0.182, -0.319], [-0.253, 0.049, -0.051], [-0.467, -0.258, 0.603], [0.175, -0.109, -0.129], [-0.029, 0.157, 0.141], [-0.032, 0.054, -0.256], [0.092, -0.039, 0.245], [0.102, 0.233, 0.115], [0.033, -0.231, 0.206], [-0.089, -0.381, -0.095], [0.277, 0.233, -0.024], [0.186, 0.077, -0.180], [-0.230, 0.201, 0.005]],
  "nbo_charge": [-0.730, -0.441, 0.025, 0.050, -0.252, -0.682, 0.193, 0.213, 0.462, 0.248, 0.237, 0.235, 0.214, 0.227]
}

=====

Q: Which formula does entry 1 have?
A: C5H8O